1.
Formula: C3H8N2S
Source: the Open Molecules 2025 dataset
Level of theory: the ωB97M-V functional and the def2-TZVPD basis

The geometry in XYZ format:
```
14
Properties=species:S:1:pos:R:3:forces:R:3
C -0.880382 1.236859 -0.261144 -0.5 -0.3 -0.3
C -0.622554 -0.192323 0.320668 0.3 0.9 -1.1
C 0.757421 -0.649486 -0.043702 0.0 1.0 -0.2
H -0.040647 1.919619 -0.125949 0.1 -0.4 0.2
H -1.741837 1.729406 0.233088 0.2 -0.5 -0.4
H -1.054413 1.135907 -1.360013 -0.1 0.1 0.8
H -0.546821 -0.092309 1.390260 -0.7 -0.2 0.8
H -2.508044 -0.894696 0.044676 -0.7 0.5 0.0
H -1.481971 -2.094601 0.102588 0.4 0.9 -0.3
H 0.868126 -1.598064 -0.553420 0.2 -0.4 -0.1
H 3.875111 0.739958 0.454052 -0.1 0.0 -0.1
N -1.582661 -1.124217 -0.257020 0.0 -1.2 0.7
N 1.684125 0.167010 0.227661 0.7 -0.4 0.0
S 3.274550 -0.283060 -0.171741 0.1 0.0 0.0
```
Forces are in eV/Å.

LUMO (Eh): 0.0372
Frontier orbital gap (hartree): 0.3597
HOMO (eV): -8.78
Total energy (eV): -17055.0772
Net charge: 0
Maximum force (Eh/bohr): 0.02852

2.
Formula: C28H75INO17PS
Source: the Open Molecules 2025 dataset
Level of theory: the ωB97M-V functional and the def2-TZVPD basis

The geometry in XYZ format:
```
124
Properties=species:S:1:pos:R:3:forces:R:3
C -0.592915 0.257642 5.832807 -0.1 -0.2 0.6
N -2.017669 0.442934 5.498590 0.5 0.3 -0.4
C -2.345889 0.027500 4.125108 0.8 -0.2 0.4
C -2.370585 -1.496235 3.993227 -0.3 -0.6 0.1
C -2.506269 -1.991997 2.548866 -1.2 0.3 0.4
C -2.505799 -3.532640 2.470362 1.1 -0.6 -2.5
C -1.499898 -3.962632 1.378850 0.4 0.1 0.7
C -0.051286 -3.514618 1.646206 0.2 -0.8 -0.1
C 0.867329 -4.034859 0.515562 -0.6 0.2 -0.3
C 1.051963 -3.078724 -0.645553 0.5 -0.3 0.5
C 0.051742 -2.328365 -1.221309 -1.4 -0.1 0.6
C 0.264660 -1.499157 -2.294186 -0.4 0.5 -0.5
C 1.521050 -1.402074 -2.836560 0.2 0.3 -0.3
C 2.538172 -2.120969 -2.249161 1.3 0.3 -1.0
C 2.320128 -2.942219 -1.179305 0.1 -0.6 0.3
P -4.225093 -4.140701 1.880010 -1.2 0.5 0.9
O -4.249362 -3.874395 0.247737 0.5 -0.6 0.5
I -4.061373 -6.595121 2.085441 0.2 0.5 -0.3
O -2.093188 -4.180259 3.687013 -0.9 0.5 0.4
S -3.058400 -3.911957 4.947729 0.0 -0.1 2.7
O -2.248347 -4.024569 6.118790 1.0 0.3 -0.3
O -4.199025 -4.766865 4.993797 -0.5 0.1 -1.4
C -3.515305 -2.174148 4.798807 0.5 0.1 -2.0
H -0.088167 -0.541125 5.273926 -0.2 0.1 -0.1
H -0.558430 -0.039140 6.885200 0.2 0.1 -0.1
H 0.013630 1.163136 5.747470 -0.3 0.1 -0.2
H -2.527742 -0.085019 6.193235 -0.3 0.1 -0.2
H -3.240826 0.529797 3.742581 -0.1 -0.3 0.2
H -1.516252 0.378581 3.497900 -0.2 0.1 0.0
H -1.447147 -1.917015 4.409848 0.1 0.4 -0.1
H -1.803197 -1.520307 1.862766 0.2 -0.3 0.2
H -3.504968 -1.669852 2.200132 0.2 0.2 0.0
H -1.484485 -5.056623 1.319036 -0.1 0.1 0.0
H -1.863779 -3.588871 0.421020 0.0 0.0 0.1
H 0.280379 -3.998319 2.571699 -0.1 0.2 0.0
H 0.072252 -2.436679 1.773121 -0.1 -0.1 -0.1
H 1.846934 -4.330791 0.895988 -0.1 0.2 0.0
H 0.409797 -4.949811 0.112017 0.1 0.0 0.1
H -0.964873 -2.362632 -0.838245 0.1 -0.1 0.0
H -0.560537 -0.934327 -2.715344 0.0 0.0 0.1
H 1.719529 -0.770424 -3.695374 0.0 0.0 0.1
H 3.544801 -2.048137 -2.668990 -0.3 0.0 0.2
H 3.131451 -3.495502 -0.728707 0.1 0.1 -0.1
H -4.357374 -4.739402 -0.177182 0.1 0.2 -0.3
H -4.393879 -2.123822 4.146804 -0.3 0.0 0.5
H -3.683695 -1.731086 5.775659 0.0 -0.5 0.1
C 4.952152 -1.261449 1.304115 0.2 -0.6 0.1
O 4.538211 -2.543270 0.819352 0.0 -0.1 0.2
H 4.068415 -0.661550 1.483432 -0.1 -0.1 -0.1
H 5.507820 -1.376751 2.239493 0.0 0.1 0.0
H 5.574914 -0.769334 0.564833 0.0 0.1 0.1
H 5.330297 -3.064777 0.662930 0.0 0.0 0.0
C -0.906929 3.498529 3.672720 -0.2 -0.3 0.2
O -2.004193 3.788491 4.529140 -0.1 0.1 -0.1
H -0.401949 4.426608 3.423400 -0.1 0.0 0.0
H -0.206408 2.830654 4.182427 0.1 0.0 -0.2
H -1.270310 3.029564 2.753823 0.2 0.0 -0.1
H -2.429962 2.946708 4.730524 0.1 0.0 0.2
C 3.881941 1.280727 -1.331621 0.0 0.2 0.2
O 4.284671 1.231824 0.041679 0.1 0.3 -0.2
H 4.019780 0.288981 -1.753974 0.0 0.0 0.0
H 2.829910 1.558819 -1.410507 0.0 0.0 -0.2
H 4.493522 1.995976 -1.886695 -0.1 0.0 -0.1
H 4.158910 2.109794 0.413611 0.0 0.0 0.0
C 4.829717 1.581232 -5.093776 -0.3 0.1 -0.1
O 3.533171 1.512814 -4.516434 0.1 -0.1 0.0
H 5.550518 1.246031 -4.350497 0.0 0.0 0.0
H 4.893830 0.932268 -5.971655 0.2 0.0 0.0
H 5.064246 2.609197 -5.383853 0.1 0.0 0.0
H 2.907265 1.813900 -5.183896 0.0 0.2 0.1
C -0.878980 7.114289 1.868113 -0.3 -0.1 0.1
O -1.338182 5.814313 1.480215 0.2 0.1 -0.1
H 0.054534 7.317364 1.348332 0.0 -0.1 0.0
H -1.616763 7.870732 1.596417 0.2 0.1 0.0
H -0.704591 7.138997 2.947105 0.1 0.1 0.0
H -2.163227 5.650799 1.952006 0.0 -0.1 0.0
C 8.903727 0.767381 0.214702 -0.3 0.1 -0.1
O 7.608599 0.673206 0.794440 0.2 0.0 0.0
H 9.626419 0.395642 0.937236 0.0 0.0 0.0
H 8.962284 0.160769 -0.693617 0.2 0.0 0.0
H 9.142443 1.807151 -0.026063 0.2 0.0 0.0
H 6.973220 1.002338 0.149323 -0.2 0.0 0.1
C 1.738885 4.010394 -7.690806 0.0 0.2 0.2
O 2.137531 4.009972 -6.321756 0.0 -0.2 -0.1
H 1.885697 3.008604 -8.086777 0.0 0.0 0.1
H 0.683857 4.279287 -7.781327 0.0 0.0 -0.1
H 2.345938 4.714258 -8.265198 0.0 -0.1 -0.1
H 2.004336 4.898301 -5.981074 0.0 0.0 0.1
C -3.493324 7.050243 -1.373320 0.2 -0.2 0.2
O -3.361060 6.062296 -0.363373 0.0 0.1 -0.2
H -4.516218 7.026191 -1.744605 0.0 0.0 0.0
H -3.286130 8.044147 -0.964585 0.0 0.1 -0.1
H -2.809378 6.845727 -2.202894 -0.1 0.1 -0.1
H -2.446237 6.090329 -0.037387 -0.2 -0.2 0.1
C -3.219561 10.212171 2.651185 0.0 0.1 -0.3
O -2.755075 9.751181 1.384348 -0.1 0.1 0.1
H -3.003989 9.444502 3.390505 0.0 0.0 -0.1
H -2.707081 11.135148 2.932791 0.0 0.0 0.1
H -4.297244 10.388055 2.621445 0.0 0.0 0.1
H -2.950582 10.436614 0.739482 0.0 -0.1 0.0
C 6.623644 -3.471153 -3.837821 -0.2 -0.2 0.1
O 5.482157 -3.222505 -3.023082 0.2 0.0 -0.1
H 7.121909 -2.522294 -4.021239 0.0 0.0 0.0
H 7.316704 -4.147223 -3.330224 0.1 0.0 -0.1
H 6.323353 -3.908583 -4.793408 0.1 0.0 -0.1
H 5.052135 -4.069394 -2.871593 -0.1 0.1 0.1
C -3.464468 0.673110 -4.091696 0.1 0.2 0.3
O -3.056644 0.559100 -2.729534 0.0 -0.1 -0.1
H -3.359516 -0.297285 -4.565642 0.0 0.0 0.1
H -4.510481 0.985268 -4.145081 0.0 0.0 -0.2
H -2.835900 1.399052 -4.615105 -0.1 0.0 -0.1
H -3.156684 1.425311 -2.325043 0.0 0.0 0.1
C -2.811519 -10.527430 3.017277 -0.1 0.3 -0.1
O -4.091219 -10.055328 2.611288 0.0 -0.1 0.0
H -2.912891 -11.571559 3.303021 -0.1 0.0 0.0
H -2.095514 -10.450269 2.194539 0.1 -0.1 0.1
H -2.447002 -9.956243 3.875114 0.1 -0.1 0.0
H -3.989745 -9.130644 2.360961 -0.1 -0.3 0.0
C -5.843909 -2.563648 -5.718335 -0.1 0.3 0.1
O -5.433775 -1.206143 -5.854553 0.0 -0.1 -0.1
H -5.058126 -3.196016 -6.123652 0.0 0.1 0.0
H -5.996389 -2.812997 -4.665128 0.0 -0.1 0.0
H -6.768441 -2.741988 -6.273336 0.0 -0.1 0.0
H -6.135049 -0.657479 -5.493137 0.0 0.1 0.0
```
Forces are in eV/Å.

LUMO (Eh): -0.0006
Frontier orbital gap (hartree): 0.3127
HOMO (eV): -8.53
Total energy (eV): -94768.3105
Net charge: 0
Maximum force (Eh/bohr): 0.05335

3.
Formula: C37H36BrErN5O4P
Source: the Open Molecules 2025 dataset
Level of theory: the ωB97M-V functional and the def2-TZVPD basis

The geometry in XYZ format:
```
85
Properties=species:S:1:pos:R:3:forces:R:3
Er 11.822170 9.333561 8.397110 -0.7 2.7 -0.8
N 11.152088 10.945914 12.458389 -0.4 -1.1 -0.1
P 9.789278 11.005300 11.365059 1.3 0.4 -0.5
C 9.402650 12.743716 11.522802 0.2 2.3 -1.7
C 8.920050 13.308542 12.746639 0.7 -2.4 -1.5
C 8.842754 14.647777 12.910991 1.0 2.7 -1.0
C 9.399556 15.482219 11.901345 -0.8 -0.1 -0.9
C 9.782139 14.961898 10.655295 0.7 0.8 -0.3
C 9.798482 13.602729 10.385674 -0.1 -1.5 2.8
C 8.389109 10.213824 12.147848 0.1 -0.9 1.4
C 8.574580 9.111504 13.013015 -1.6 0.2 0.4
C 7.407113 8.537386 13.599155 0.9 -1.3 0.7
C 6.099641 8.908465 13.275136 0.5 -1.1 -0.7
C 5.994817 9.835736 12.269708 -1.4 1.5 -0.7
C 7.088364 10.589851 11.824088 -0.3 0.2 -0.4
C 12.473908 10.897581 12.089986 1.6 0.8 1.7
C 13.480604 10.854021 13.139903 0.2 -1.0 -1.6
C 14.848332 10.817359 12.785726 -2.6 0.7 1.2
C 15.156040 11.093445 11.461495 1.7 -0.5 -1.6
C 14.162412 11.214216 10.521732 -1.2 -0.2 0.1
N 12.819268 11.059092 10.853735 1.6 0.1 -3.2
H 11.139478 11.094975 13.447427 -1.0 0.1 0.5
H 8.720046 12.564669 13.515052 -0.4 0.4 0.2
H 8.454115 15.180155 13.762643 0.0 -0.4 0.5
H 9.466799 16.589218 11.944396 -0.3 -0.9 0.6
H 10.179117 15.667709 9.898981 -0.3 -0.5 0.5
H 10.339738 13.188408 9.507203 -0.8 0.2 0.6
H 9.591563 8.811781 13.292229 -0.6 -0.1 0.0
H 7.467774 7.663048 14.292121 0.4 1.0 -0.5
H 5.205346 8.339414 13.630104 1.1 0.7 -0.1
H 4.990376 10.049938 11.829481 0.9 0.1 0.6
H 6.900580 11.513875 11.246439 0.2 -0.8 0.1
H 13.064408 10.654013 14.115415 0.6 0.1 0.4
H 15.577064 10.717932 13.577019 0.2 -0.1 -0.2
H 16.206209 11.087532 11.063605 -1.1 0.3 0.8
H 14.417105 11.459739 9.455812 -0.6 -0.4 1.1
C 11.223719 5.924260 8.007467 -0.4 0.3 1.8
O 11.212155 7.287449 7.544695 -0.6 -0.3 0.2
C 10.502992 7.358221 6.305189 0.5 0.0 -1.8
C 11.495204 7.736880 5.203389 2.0 -1.7 0.3
O 12.157324 8.951340 5.556656 -1.3 -0.5 0.2
C 12.610215 9.658110 4.398880 2.4 0.4 1.3
H 10.207948 5.573321 8.360274 1.0 0.4 -0.8
H 11.872002 5.903546 8.882046 0.0 -0.1 -0.1
H 11.685317 5.343814 7.246034 0.0 -0.8 -0.6
H 9.719348 8.085389 6.351271 -0.4 0.6 0.3
H 10.023292 6.397781 6.106980 0.1 0.1 -0.1
H 11.105145 7.789099 4.188843 -0.6 0.1 0.2
H 12.321930 6.915966 5.144068 -1.3 1.1 0.1
H 13.262540 9.000912 3.793023 -0.3 0.3 0.2
H 13.216921 10.479232 4.832844 -0.2 -0.4 -0.5
H 11.859887 10.112765 3.807344 -1.2 0.1 -0.5
Br 8.235353 8.909719 8.590951 0.4 1.4 -0.2
C 8.727902 10.694638 7.893667 0.8 0.1 -0.4
C 7.749832 11.631763 7.547243 0.6 -0.1 -0.9
C 8.153322 12.711984 6.724854 1.0 -1.1 0.2
C 9.523094 12.853022 6.398604 0.1 0.3 1.0
C 10.489956 11.925057 6.905137 -3.4 0.2 0.8
N 10.062432 10.848461 7.655645 -1.5 0.4 -0.9
C 11.959319 12.094078 6.803220 1.1 1.8 -0.7
O 12.382598 13.120027 6.245270 -0.4 -2.5 1.2
O 12.595866 11.114297 7.386977 0.5 0.4 -0.2
H 6.691683 11.511133 7.740945 0.2 -0.3 0.2
H 7.387589 13.355748 6.278007 0.5 0.0 0.4
H 9.822156 13.816351 5.940375 0.2 -1.1 -0.1
C 11.463963 6.925411 12.179434 2.3 -2.1 -0.9
C 12.771384 6.301980 12.284024 -1.6 1.2 0.0
C 13.777129 6.559456 11.345830 -1.5 -0.7 1.3
C 13.377596 7.351540 10.264616 1.7 -0.1 0.6
N 12.259810 8.059550 10.218205 -1.9 -2.5 0.8
C 11.249472 7.624507 11.037774 -1.0 3.0 0.4
C 14.223243 7.462468 9.085717 0.7 1.4 -1.5
C 15.191872 6.533851 8.705950 -1.1 -1.7 0.5
C 15.916499 6.723779 7.535134 0.2 1.7 0.5
C 15.852543 7.996929 6.934421 -0.4 -0.4 0.8
C 14.884520 8.893989 7.368719 -0.7 -0.8 0.6
N 13.975760 8.590132 8.331490 2.3 -1.1 0.2
H 10.649104 6.665595 12.823554 -0.1 -0.1 0.3
H 12.862240 5.598043 13.088149 0.6 -0.1 0.4
H 14.756489 6.112150 11.560609 -0.4 0.3 -0.9
H 10.225959 8.079770 10.897037 1.2 -0.3 -0.1
H 15.212582 5.521457 9.227028 0.2 1.6 -0.6
H 16.632309 5.983488 7.248646 0.2 -0.3 -0.4
H 16.530201 8.355118 6.187843 0.3 -0.3 -0.4
H 14.783711 9.878422 6.958020 -0.1 0.3 -0.4
```
Forces are in eV/Å.

LUMO (spin up / spin down) (Eh): -0.2357 / -0.2353
Frontier orbital gap (spin up / spin down) (hartree): 0.2361 / 0.2366
HOMO (spin up / spin down) (eV): -12.84 / -12.84
Total energy (eV): -161535.3861
Multiplicity: 4
Net charge: +2
Maximum force (Eh/bohr): 0.06917